(1)
Entry from the OMol25 dataset: a structure of composition C2H10N2 (the ωB97M-V functional and the def2-TZVPD basis).

The geometry in XYZ format:
```
14
Properties=species:S:1:pos:R:3
N -0.26 1.47 0.59
C 0.87 1.55 -0.33
H -1.15 1.68 0.12
H -0.34 0.51 0.94
H 0.83 0.89 -1.22
H 1.81 1.35 0.21
H 0.88 2.60 -0.68
N -0.59 -0.82 0.72
C -0.27 -1.62 -0.50
H 0.13 -0.97 1.43
H -1.47 -1.16 1.12
H -1.13 -2.02 -1.06
H 0.34 -2.46 -0.15
H 0.33 -1.00 -1.18
```

The total energy comes out at -191.6198 a.u. As for the frontier orbital gap: 0.30432 Ha. Its relative energy (zero: lowest compared OMol25 entry of this formula, charge and spin) is 203.69 kJ/mol. As for the total charge: 0.

=====

(2)
Entry from the OMol25 dataset: a cluster of 2 separate species, C2H10N2O in total (the ωB97M-V functional and the def2-TZVPD basis).

The geometry in XYZ format:
```
15
Properties=species:S:1:pos:R:3
N -1.09 -1.38 -0.19
C 0.20 -0.89 0.17
C 0.50 0.45 -0.47
N 1.80 0.42 -1.13
H -1.30 -2.37 -0.25
H -1.71 -0.76 -0.71
H 1.01 -1.61 0.25
H 0.14 -0.58 1.23
H -0.28 0.77 -1.22
H 0.26 1.28 0.21
H 1.97 -0.45 -1.61
H 1.90 1.12 -1.86
H -1.65 0.92 1.39
H -0.82 1.57 2.57
O -0.93 1.52 1.62
```

The total energy comes out at -266.5800 a.u. As for the spin multiplicity: 2. As for the frontier orbital gap (alpha / beta): 0.38031 / 0.17431 Ha. Its expectation value of S² is 0.756. Its relative energy (zero: lowest compared OMol25 entry of this formula, charge and spin) is 117.38 kJ/mol. As for the total charge: +1.

=====

(3)
Entry from the OMol25 dataset: a cluster of 3 separate species, C2H10N2O2 in total (the ωB97M-V functional and the def2-TZVPD basis).

The geometry in XYZ format:
```
16
Properties=species:S:1:pos:R:3
C -2.31 0.57 -0.53
N -1.08 0.42 0.18
C -0.65 -0.85 0.56
N 0.62 -0.98 1.08
H -2.26 1.47 -1.11
H -2.40 -0.26 -1.26
H -3.17 0.46 0.15
H -0.36 1.13 0.25
H -1.25 -1.70 0.26
H 0.80 -1.96 1.22
H 2.66 -1.20 -1.49
H 1.86 -0.79 -0.20
O 2.46 -0.43 -0.95
H 1.47 0.74 1.03
H 2.11 1.68 0.03
O 1.51 1.69 0.79
```

The total energy comes out at -342.1376 a.u. As for the spin multiplicity: 2. As for the frontier orbital gap (alpha / beta): 0.12932 / 0.27524 Ha. Its expectation value of S² is 0.753. Its relative energy (zero: lowest compared OMol25 entry of this formula, charge and spin) is 12.58 kJ/mol. As for the total charge: -1.

=====

(4)
Entry from the OMol25 dataset: a cluster of 2 separate species, C2H10N2O2 in total (the ωB97M-V functional and the def2-TZVPD basis).

The geometry in XYZ format:
```
16
Properties=species:S:1:pos:R:3
N 0.54 0.05 2.86
C 1.22 0.54 1.68
O 1.16 -0.43 0.64
H 0.71 0.70 3.62
H -0.47 0.06 2.71
H 2.26 0.71 1.96
H 0.82 1.44 1.21
H 1.74 -1.16 0.87
N -1.52 -0.43 -0.73
C -1.02 0.46 -1.72
O -0.26 -0.14 -2.77
H -0.76 -0.91 -0.28
H -2.25 -1.06 -1.04
H -0.31 1.14 -1.25
H -1.83 1.05 -2.15
H -0.88 -0.55 -3.38
```

The total energy comes out at -342.1693 a.u. The SMILES is NCO.NCO. As for the frontier orbital gap: 0.37661 Ha. Its relative energy (zero: lowest compared OMol25 entry of this formula, charge and spin) is 64.41 kJ/mol. As for the total charge: 0.

=====

(5)
Entry from the OMol25 dataset: a cluster of 2 separate species, C2H10N2O2P in total (the ωB97M-V functional and the def2-TZVPD basis).

The geometry in XYZ format:
```
17
Properties=species:S:1:pos:R:3
C -2.62 1.11 0.74
C 1.41 -2.23 -0.01
N -2.24 0.90 -0.54
N 1.64 -1.09 -0.81
O 1.68 1.63 -1.15
O 0.96 0.58 0.94
P 0.81 0.39 -0.62
H -3.32 0.28 1.05
H -1.78 0.72 1.50
H -3.10 2.05 1.01
H 1.13 -2.06 1.05
H 0.58 -2.83 -0.34
H 2.44 -2.77 0.08
H -2.44 1.63 -1.22
H 1.64 -1.39 -1.76
H 2.69 1.68 -1.15
H 0.51 1.42 1.23
```

The total energy comes out at -683.1983 a.u. As for the frontier orbital gap (alpha / beta): 0.22935 / 0.33593 Ha. Its relative energy (zero: lowest compared OMol25 entry of this formula, charge and spin) is 488.49 kJ/mol. As for the total charge: +1.

=====

(6)
Entry from the OMol25 dataset: a cluster of 3 separate species, C2H10N2O3 in total (the ωB97M-V functional and the def2-TZVPD basis).

The geometry in XYZ format:
```
17
Properties=species:S:1:pos:R:3
N -0.09 1.23 1.23
C -1.52 0.90 0.88
N -1.75 0.44 -0.54
C -0.77 0.96 -1.50
O -0.06 1.98 -1.34
H 0.41 1.84 0.56
H 0.49 0.38 1.25
H -2.24 1.63 1.03
H -1.77 0.18 1.74
H -1.92 -0.62 -0.58
H -0.68 0.46 -2.52
O 1.58 -1.60 -1.66
H 1.49 -1.08 -0.73
H 1.31 -2.54 -1.57
O 1.52 -1.20 1.19
H 2.31 -0.76 1.25
H 1.69 -2.20 1.32
```

The total energy comes out at -417.3786 a.u. The SMILES is NCNC=O.O.O. As for the frontier orbital gap: 0.33598 Ha. Its relative energy (zero: lowest compared OMol25 entry of this formula, charge and spin) is 249.36 kJ/mol. As for the total charge: 0.

=====

(7)
Entry from the OMol25 dataset: a cluster of 3 separate species, C2H10N2O3 in total (the ωB97M-V functional and the def2-TZVPD basis).

The geometry in XYZ format:
```
17
Properties=species:S:1:pos:R:3
N 0.08 0.49 -1.19
C -0.58 1.39 -0.10
N -0.59 0.94 1.31
C -1.87 0.29 1.64
O -2.93 0.71 1.15
H -0.56 -0.12 -1.61
H 0.34 1.24 -1.80
H 0.11 2.24 -0.22
H -1.70 1.62 -0.42
H 0.03 1.14 2.15
H -1.83 -0.20 2.63
O 0.38 -2.91 -0.42
H 1.18 -2.34 -0.52
H 0.68 -3.67 -0.95
O 2.40 -0.61 -0.45
H 3.23 -0.10 -0.38
H 1.64 -0.10 -0.81
```

The total energy comes out at -417.3823 a.u. The SMILES is NCNC=O.O.O. As for the frontier orbital gap: 0.38544 Ha. Its relative energy (zero: lowest compared OMol25 entry of this formula, charge and spin) is 239.48 kJ/mol. As for the total charge: 0.

=====

(8)
Entry from the OMol25 dataset: a cluster of 3 separate species, C2H10N2O3 in total (the ωB97M-V functional and the def2-TZVPD basis).

The geometry in XYZ format:
```
17
Properties=species:S:1:pos:R:3
C -0.97 1.22 1.34
N 0.03 1.39 0.19
C 1.16 0.60 0.03
N 1.90 1.18 -0.95
O 1.28 -0.47 0.61
H -0.55 1.67 2.22
H -2.00 1.65 1.13
H -1.05 0.17 1.48
H -0.23 1.94 -0.56
H 1.91 2.12 -1.12
H 2.81 0.75 -1.07
O -0.58 -0.78 -1.41
H -0.10 -1.24 -2.08
H -0.12 -0.88 -0.57
O -2.21 -2.58 0.41
H -1.55 -2.28 -0.25
H -1.70 -2.22 1.14
```

The total energy comes out at -417.4342 a.u. The SMILES is CNC(N)=O.O.O. As for the frontier orbital gap: 0.38063 Ha. Its relative energy (zero: lowest compared OMol25 entry of this formula, charge and spin) is 103.22 kJ/mol. As for the total charge: 0.

=====

In order of appearance, strongest force on any atom = 5.20, 2.75, 1.45, 0.79, 3.98, 5.31, 4.82, 4.51 eV/Å.